# 1
{
  "formula": "C3H7NOS",
  "method": "ωB97M-V/def2-TZVPD",
  "gap_ev": 9.9,
  "smiles": "NC(=O)CCS",
  "total_charge": 0,
  "lumo_energy_ha": 0.030,
  "species": ["N", "C", "O", "C", "C", "S", "H", "H", "H", "H", "H", "H", "H"],
  "positions_angstrom": [[-1.77061, 0.43470, -2.00683], [-0.92046, 0.80220, -1.01157], [-0.53378, 1.94259, -0.87515], [-0.39321, -0.36431, -0.18310], [0.66059, 0.10798, 0.81554], [1.41410, -1.34346, 1.60788], [-2.21807, 1.17758, -2.51284], [-2.16344, -0.48982, -1.96291], [0.13256, -0.93275, -0.95095], [-1.18165, -0.98592, 0.23030], [1.36723, 0.76288, 0.33192], [0.17501, 0.70728, 1.58640], [2.68902, -0.93656, 1.63885]],
  "forces_ev_per_angstrom": [[0.03, -0.16, 0.30], [0.02, -0.01, 0.25], [0.00, 0.15, 0.09], [0.89, 0.64, -0.78], [-0.99, -0.04, 0.54], [0.18, -0.11, -0.03], [-0.17, -0.10, -0.14], [-0.21, 0.15, -0.29], [-0.02, -0.54, 0.10], [-0.07, 0.01, 0.17], [0.34, -0.10, -0.19], [0.07, 0.00, 0.00], [-0.06, 0.10, -0.02]]
}

=====

# 2
{
  "formula": "C34H41ClO2P2RuS2Si2",
  "method": "ωB97M-V/def2-TZVPD",
  "gap_ev": [6.9, 6.9],
  "total_charge": -1,
  "lumo_energy_ha": [0.093, 0.093],
  "multiplicity": 2,
  "species": ["Ru", "S", "P", "C", "P", "S", "C", "C", "C", "C", "C", "C", "C", "C", "C", "C", "C", "C", "C", "C", "C", "C", "C", "C", "C", "C", "C", "C", "C", "C", "H", "H", "H", "H", "H", "H", "H", "H", "H", "H", "H", "H", "H", "H", "H", "H", "H", "H", "H", "H", "C", "Si", "C", "C", "C", "Si", "C", "C", "C", "H", "H", "H", "H", "H", "H", "H", "H", "H", "H", "H", "H", "H", "H", "H", "H", "H", "H", "H", "Cl", "C", "C", "O", "O", "H", "H"],
  "positions_angstrom": [[-0.03552, -0.48423, 1.25060], [-2.17718, -1.29938, 0.37972], [-1.30220, -0.46673, -1.22878], [-0.24246, 0.67939, -0.58203], [1.44666, 0.76169, -0.78368], [2.20507, 0.53312, 1.05201], [1.96198, 2.38655, -1.44786], [1.03617, 3.41860, -1.51429], [1.41884, 4.67913, -1.95748], [2.73129, 4.91120, -2.33516], [3.66569, 3.88364, -2.26153], [3.28293, 2.62936, -1.81890], [2.25668, -0.36996, -1.95624], [2.94313, -1.48730, -1.49818], [3.52290, -2.36783, -2.40025], [3.42412, -2.13450, -3.76275], [2.74356, -1.01549, -4.22705], [2.16020, -0.14082, -3.32709], [-0.76607, -1.79562, -2.37303], [-0.31042, -3.00983, -1.86716], [0.05160, -4.03167, -2.73133], [-0.04834, -3.86011, -4.10464], [-0.49934, -2.65232, -4.61572], [-0.84803, -1.62470, -3.75312], [-2.59461, 0.32681, -2.25957], [-3.80495, -0.30825, -2.52182], [-4.76784, 0.31606, -3.29496], [-4.53024, 1.58307, -3.81884], [-3.32731, 2.22095, -3.56246], [-2.36538, 1.59177, -2.77992], [0.01772, 3.22323, -1.20206], [0.68995, 5.47852, -2.00103], [3.03144, 5.89208, -2.68255], [4.69358, 4.06288, -2.55022], [4.01489, 1.83258, -1.75647], [3.01600, -1.66669, -0.43407], [4.04806, -3.23822, -2.02859], [3.86595, -2.82846, -4.46690], [2.66182, -0.83054, -5.29064], [1.62709, 0.72943, -3.69537], [-0.23614, -3.14927, -0.79705], [0.40868, -4.96893, -2.32316], [0.22872, -4.66449, -4.77507], [-0.57852, -2.50654, -5.68565], [-1.19881, -0.68498, -4.16310], [-3.99380, -1.29214, -2.10752], [-5.70955, -0.18155, -3.48832], [-5.28736, 2.07180, -4.41907], [-3.13831, 3.20967, -3.96086], [-1.42740, 2.08713, -2.55593], [-0.41011, -1.02127, 5.49676], [-1.59207, -0.95374, 4.03979], [-1.81399, -2.72340, 3.45969], [-3.28095, -0.48782, 4.74685], [-1.15769, 0.34850, 2.76204], [-0.36705, 1.95817, 3.28719], [0.03141, 3.12118, 1.86488], [-1.63343, 2.90845, 4.32449], [1.17268, 1.72066, 4.32881], [-0.68126, -1.87433, 6.12609], [-0.47704, -0.12288, 6.11286], [0.62082, -1.14120, 5.17157], [-2.17934, -3.30040, 4.31448], [-0.89501, -3.18286, 3.09664], [-2.54401, -2.80605, 2.65458], [-3.55472, -1.15775, 5.56670], [-4.05241, -0.56242, 3.97755], [-3.29452, 0.53321, 5.12791], [-2.11795, 0.61530, 2.29390], [-0.41697, 2.76423, 0.93541], [1.10478, 3.20893, 1.69293], [-0.37262, 4.11254, 2.08770], [-2.48944, 3.18928, 3.70679], [-1.19601, 3.82461, 4.72981], [-2.00802, 2.32003, 5.16266], [1.83638, 0.98225, 3.87665], [0.93820, 1.38831, 5.33940], [1.71378, 2.66780, 4.39912], [4.03316, -3.48726, 1.57032], [2.49348, -3.59174, 2.49932], [1.53031, -2.49952, 2.07507], [1.37148, -1.51392, 2.83510], [0.90924, -2.62296, 0.99199], [2.74922, -3.49563, 3.54912], [2.06473, -4.56643, 2.28098]],
  "forces_ev_per_angstrom": [[0.87, 0.61, -0.74], [-0.14, -0.37, 0.11], [-1.05, 0.00, -0.16], [0.44, -1.07, 0.46], [0.20, 0.73, -0.23], [0.26, 0.01, 0.16], [-0.11, -0.03, -0.04], [-0.02, 0.03, -0.05], [-0.02, -0.03, 0.01], [0.03, 0.00, 0.00], [-0.01, 0.04, -0.01], [0.01, -0.05, 0.03], [-0.03, -0.05, -0.03], [-0.02, -0.02, 0.05], [0.01, 0.00, 0.01], [-0.03, 0.00, -0.03], [0.02, -0.05, 0.01], [-0.03, 0.08, -0.03], [0.08, 0.06, -0.05], [0.03, 0.03, 0.07], [0.01, -0.01, 0.00], [0.01, 0.00, -0.01], [0.03, -0.02, 0.01], [-0.03, 0.08, -0.03], [0.11, 0.08, 0.00], [0.03, -0.08, 0.04], [-0.02, 0.04, -0.04], [-0.01, -0.02, 0.00], [0.01, -0.03, 0.02], [0.04, 0.07, -0.01], [0.00, 0.01, 0.00], [-0.01, 0.01, 0.00], [0.00, 0.01, 0.00], [0.01, 0.01, 0.00], [0.00, -0.03, -0.01], [-0.01, -0.01, 0.01], [0.00, -0.03, 0.00], [0.03, 0.00, -0.01], [-0.02, 0.00, -0.02], [0.00, 0.01, 0.02], [-0.01, 0.00, 0.01], [0.01, -0.01, -0.01], [-0.01, -0.01, -0.01], [0.00, 0.00, -0.02], [-0.01, -0.01, 0.00], [0.01, 0.00, 0.02], [-0.02, -0.01, 0.00], [-0.01, 0.00, -0.01], [0.00, 0.02, -0.01], [0.00, 0.00, 0.01], [-0.04, -0.03, 0.10], [-0.04, 0.36, 0.07], [0.04, -0.05, -0.15], [-0.03, -0.04, 0.03], [0.06, 0.24, -0.34], [-0.16, -0.15, 0.11], [-0.10, 0.08, -0.09], [0.05, 0.02, 0.10], [0.09, 0.03, 0.02], [0.02, -0.02, 0.03], [-0.02, 0.02, 0.02], [0.06, -0.02, -0.04], [0.00, -0.05, 0.01], [0.06, 0.02, 0.02], [-0.07, 0.01, 0.01], [-0.03, -0.02, 0.01], [-0.02, -0.01, -0.04], [0.00, 0.04, 0.02], [-0.07, 0.00, 0.17], [-0.04, -0.01, 0.08], [0.00, -0.01, 0.02], [0.03, 0.07, -0.01], [-0.04, 0.00, -0.02], [0.01, 0.05, -0.01], [0.01, -0.02, 0.06], [0.00, -0.01, 0.00], [0.00, 0.01, 0.03], [0.03, 0.02, 0.00], [-0.11, 0.00, 0.04], [0.15, -0.06, -0.07], [-0.15, 0.23, 0.06], [-0.61, -0.60, 0.34], [0.28, -0.15, -0.13], [0.00, 0.02, -0.01], [0.01, 0.02, 0.03]]
}

=====

# 3
{
  "formula": "C4H6LiO2Sm",
  "method": "ωB97M-V/def2-TZVPD",
  "gap_ev": [6.9, 7.5],
  "total_charge": 2,
  "lumo_energy_ha": [-0.309, -0.307],
  "multiplicity": 8,
  "species": ["O", "C", "C", "Li", "Sm", "H", "H", "C", "C", "O", "H", "H", "H", "H"],
  "positions_angstrom": [[0.48803, -1.76796, 0.47789], [1.64296, -1.80569, 1.09013], [2.77320, -1.10687, 0.96544], [-0.10993, -3.57741, 0.42389], [-0.88608, 0.10962, 0.13010], [3.60502, -1.27699, 1.64834], [2.89976, -0.43095, 0.10900], [0.90329, 2.25502, 1.89740], [-0.43794, 1.98554, 1.99885], [1.37006, 3.22964, 1.15944], [1.64403, 1.62908, 2.40596], [-0.80162, 1.35064, 2.81262], [-1.13844, 2.74676, 1.63571], [2.33535, 3.22949, 1.11858]],
  "forces_ev_per_angstrom": [[-1.42, -0.19, -0.60], [1.28, 0.77, 0.27], [-0.67, -0.53, 0.12], [0.52, -0.07, 0.12], [0.39, 0.08, 0.02], [-0.22, 0.08, -0.29], [0.05, -0.17, 0.23], [-0.44, -0.81, 0.49], [0.30, 0.49, -0.05], [-0.16, 0.10, -0.34], [-0.19, 0.13, 0.00], [0.33, 0.10, -0.11], [0.16, -0.15, 0.03], [0.09, 0.15, 0.10]]
}

=====

Which energy relative to the best compared isomer or geometry (same formula, charge and spin) belongs to each record? In order, 0.146 0.249 0.000 eV.